Formula: C6H8NaO6
Source: OMol25
Level of theory: ωB97M-V/def2-TZVPD

The geometry in ORCA input format:
```
! RIJCOSX wB97M-V def2-TZVPD def2/J DEFGRID3
* xyz -1 1
Na 0.988 -3.101 -0.201
O 2.437 -1.573 0.172
O -0.061 -0.577 1.619
O -3.150 -0.390 -1.401
O -2.920 1.382 -0.118
O -0.791 -2.611 1.050
O -4.157 -0.340 0.601
C -2.252 0.447 -2.143
C -2.212 1.741 -1.318
C 1.151 -1.085 2.208
C 2.379 -0.841 1.326
C -1.046 -1.394 1.095
C -3.330 0.109 -0.165
H 1.036 -2.157 2.426
H 2.405 0.262 1.139
H 3.248 -1.027 2.009
H -1.186 2.038 -1.046
H -2.662 0.583 -3.148
H -1.279 -0.062 -2.192
H 1.268 -0.546 3.162
H -2.758 2.565 -1.792
*
```

**Kohn-Sham gap**: 4.812 eV
**Energy above the lowest of the compared OMol25 structures with the same formula, charge and spin**: 1.015 eV
**DFT total energy**: -847.17371 Eh
**Maximum force**: 3.44 eV/Å
**Molecular weight**: 199.11 g/mol

***

Formula: C18H53F4N3O11P2Sr2
Source: OMol25
Level of theory: ωB97M-V/def2-TZVPD

The geometry in ORCA input format:
```
! RIJCOSX wB97M-V def2-TZVPD def2/J DEFGRID3
* xyz 2 1
Sr 0.243 3.029 -2.672
Sr -4.240 2.513 1.621
P -0.586 1.161 0.667
P -3.759 2.058 -2.300
F -4.624 3.326 -2.759
F -4.495 0.934 -3.174
F -0.308 -0.394 0.917
F 0.548 1.817 1.703
O -2.305 2.389 -2.758
O -3.126 -2.318 1.201
O 0.374 3.602 3.660
O 1.534 -2.420 3.948
O -1.974 1.486 1.233
O 1.834 5.023 -2.877
O -0.114 0.851 -3.914
O -0.842 -2.638 -0.204
O -4.652 -0.007 1.299
O -0.131 1.401 -0.742
O -4.083 1.868 -0.837
N 1.280 -5.432 6.011
N 2.340 2.515 -4.225
N 2.314 2.768 -1.081
C 3.706 4.031 0.268
C -0.799 -0.297 -3.495
C 1.150 -3.070 5.105
C 1.301 -0.944 3.923
C -1.449 -3.012 2.930
C 1.605 -4.538 4.886
C 1.602 6.243 -3.585
C 3.070 1.023 -5.965
C 1.213 -3.149 -1.251
C 2.761 5.196 -1.810
C -6.509 -1.511 1.308
C -2.787 -3.191 2.273
C -5.730 -0.415 0.536
C 0.987 -5.268 3.704
C 1.872 1.618 -5.240
C 2.568 4.180 -0.690
C 1.100 0.378 -4.580
C 0.138 -3.628 -0.305
H 1.977 -3.923 -1.181
H -0.067 -5.537 3.766
H 2.767 0.199 -6.611
H -5.291 -0.720 -0.413
H 1.012 3.393 4.343
H -2.516 -2.581 0.509
H -1.395 -0.737 -4.294
H 0.966 -3.110 -2.312
H 0.518 2.939 2.986
H -7.398 -1.814 0.756
H -0.231 -4.525 -0.802
H -6.770 -1.106 2.285
H 3.825 0.568 -5.323
H 3.784 5.168 -2.185
H 4.002 5.001 0.669
H 1.770 4.639 -0.107
H -1.345 -2.109 3.530
H 0.106 -2.937 5.388
H 2.584 3.322 -4.781
H 1.727 -2.604 5.903
H -2.942 -4.253 2.086
H 1.068 -4.617 2.833
H 0.330 -0.602 4.282
H 1.502 -0.686 2.883
H -4.005 -0.714 1.257
H -3.454 -3.026 3.120
H 1.285 2.284 -5.872
H 0.818 -0.295 -5.390
H 2.009 -0.391 4.540
H 3.221 2.369 -3.754
H 1.819 -6.283 5.933
H 0.545 -3.806 0.690
H -0.575 -1.792 0.164
H 1.600 -2.205 -0.868
H 0.957 6.916 -3.020
H -0.092 -1.033 -3.112
H -1.193 -3.776 3.664
H 2.582 6.171 -1.357
H 2.565 6.619 -3.932
H 1.497 -5.167 6.961
H -6.350 0.450 0.300
H 4.636 3.584 -0.084
H 3.524 1.750 -6.639
H 2.033 2.158 -0.326
H -1.524 0.029 -2.748
H 3.406 3.431 1.127
H 1.554 -6.166 3.457
H 1.071 5.988 -4.502
H -5.920 -2.391 1.569
H -0.683 -3.055 2.155
H 1.730 -0.110 -3.837
H 2.694 -4.514 4.857
H 3.241 2.429 -1.293
*
```

**Kohn-Sham gap**: 5.765 eV
**DFT total energy**: -2853.07101 Eh
**Maximum force**: 3.53 eV/Å
**Molecular weight**: 800.81 g/mol

***

Formula: C2H3NO3S
Source: OMol25
Level of theory: ωB97M-V/def2-TZVPD

The geometry in ORCA input format:
```
! RIJCOSX wB97M-V def2-TZVPD def2/J DEFGRID3
* xyz 0 1
S -1.083 0.559 0.112
O -1.560 1.485 -0.850
O -0.539 -0.903 -0.775
O -2.031 0.164 1.093
N 1.113 -0.589 0.619
C 0.630 0.583 0.735
C 0.465 -1.408 -0.205
H 0.846 -2.418 -0.380
H 1.291 1.216 1.327
H 0.868 1.312 -1.677
*
```

**Kohn-Sham gap (alpha / beta)**: 7.798 / 9.329 eV
**Energy above the lowest of the compared OMol25 structures with the same formula, charge and spin**: 5.935 eV
**DFT total energy**: -756.45804 Eh
**Maximum force**: 3.85 eV/Å
**Molecular weight**: 121.12 g/mol

***

Formula: C4HF4NO
Source: OMol25
Level of theory: ωB97M-V/def2-TZVPD

The geometry in ORCA input format:
```
! RIJCOSX wB97M-V def2-TZVPD def2/J DEFGRID3
* xyz 0 1
F -2.155 -0.280 0.654
F -0.598 -1.289 -2.577
F -1.311 -1.030 2.480
F -1.249 1.050 2.070
O 0.951 0.099 -1.867
N 1.091 0.589 0.330
C 0.164 -0.149 0.696
C -1.065 -0.119 1.475
C -0.003 -0.638 -1.579
C 1.577 0.756 -0.838
H 2.600 1.011 -0.844
*
```

**Kohn-Sham gap**: 8.280 eV
**Energy above the lowest of the compared OMol25 structures with the same formula, charge and spin**: 3.117 eV
**DFT total energy**: -682.28989 Eh
**Maximum force**: 3.97 eV/Å
**Molecular weight**: 155.05 g/mol

***

Formula: C5H15N3O
Source: OMol25
Level of theory: ωB97M-V/def2-TZVPD

The geometry in ORCA input format:
```
! RIJCOSX wB97M-V def2-TZVPD def2/J DEFGRID3
* xyz 0 1
O 0.756 -0.290 0.432
N 1.601 0.461 -1.553
N 0.387 1.905 -0.183
N 2.441 1.154 0.444
C -0.729 -2.020 1.045
C -1.121 -0.849 -1.123
C -1.654 0.280 1.069
C 1.260 0.808 -0.236
C -0.695 -0.661 0.333
H -0.437 -1.523 -1.647
H 1.451 1.048 -2.363
H -1.132 0.100 -1.668
H -1.736 -2.451 1.043
H -0.120 2.263 -0.980
H 0.354 2.449 0.670
H -2.134 -1.263 -1.183
H -2.638 -0.185 1.198
H 1.791 -0.517 -1.738
H -0.400 -1.920 2.085
H -0.039 -2.725 0.569
H -1.842 1.204 0.517
H 2.678 0.582 1.244
H 3.216 1.599 -0.029
H -1.259 0.550 2.054
*
```

**SMILES string**: CC(C)(C)OC(N)(N)N
**Kohn-Sham gap**: 8.964 eV
**Energy above the lowest of the compared OMol25 structures with the same formula, charge and spin**: 1.046 eV
**DFT total energy**: -438.99650 Eh
**Maximum force**: 3.15 eV/Å
**Molecular weight**: 133.19 g/mol